A 2-piece molecular cluster, ClH8N3Si2 overall in a non-equilibrium geometry. Source: OMol25; level of theory: ωB97M-V with the def2-TZVPD basis set.

Its structure (SMILES) is N/[Si](Cl)=N\[SiH3].N. Its energy is -1208.2974 hartree. The energy above the lowest of the compared OMol25 structures with the same formula, charge and spin comes out at 206.47 kJ/mol. The value obtained for the HOMO energy is -9.40 eV. The HOMO-LUMO gap is 9.435 eV.

Structure (XYZ):
```
14
Properties=species:S:1:pos:R:3:mulliken_charge:R:1
N -0.84 0.44 2.12 -0.419
N 2.68 1.31 0.37 -0.720
N -1.63 -0.77 -0.56 -0.071
Si -0.97 -0.92 -2.08 0.155
Si -1.68 -0.51 1.04 0.402
Cl -2.95 -1.49 2.21 -0.182
H -0.12 1.12 1.87 0.269
H -0.61 0.11 2.96 0.235
H 1.87 0.76 0.14 0.266
H 2.64 1.95 -0.41 0.229
H 3.58 0.90 0.16 0.234
H 0.64 -1.01 -2.12 -0.132
H -1.39 0.22 -2.92 -0.120
H -1.22 -2.11 -2.79 -0.147
```

ClH8O5V as an isolated structure in a non-equilibrium geometry. Source: OMol25; level of theory: ωB97M-V with the def2-TZVPD basis set.

As for the expectation value of S²: 0.78. Its charge is +1. Its energy is -1785.0447 hartree. The energy above the lowest of the compared OMol25 structures with the same formula, charge and spin comes out at 0.00 kJ/mol. The value obtained for the HOMO energy (spin up / spin down) is -13.04 / -13.08 eV. As for the spin multiplicity: 2. The HOMO-LUMO gap (spin up / spin down) is 8.976 / 9.082 eV.

Structure (XYZ):
```
15
Properties=species:S:1:pos:R:3:mulliken_charge:R:1
O -16.13 -3.86 -2.93 -0.329
V -17.58 -3.81 -2.32 0.887
Cl -16.85 -3.53 -0.01 -0.404
O -17.87 -5.94 -2.06 -0.415
H -18.31 -6.30 -1.28 0.325
H -17.76 -6.67 -2.67 0.303
O -19.67 -3.63 -1.81 -0.371
H -20.07 -2.95 -1.25 0.311
H -20.36 -4.30 -1.95 0.313
O -17.80 -1.69 -2.45 -0.427
H -18.51 -1.21 -2.89 0.318
H -17.15 -1.03 -2.16 0.292
O -18.35 -4.18 -4.34 -0.382
H -18.62 -3.51 -4.97 0.294
H -18.52 -5.03 -4.77 0.286
```